Here is a 2-piece molecular cluster, C3H10NO overall from the OMol25 dataset. Energies are from the ωB97M-V functional and the def2-TZVPD basis.

Results
- E_HOMO: -14.594 eV
- Orbital gap: 10.98 eV
- Charge: +1

Cartesian coordinates (Å):
C 0.493 0.410 2.712
C 0.633 0.632 1.232
C 0.481 -0.413 0.433
N 0.325 -0.311 -1.051
H 1.388 0.739 3.172
H -0.270 1.167 3.084
H 0.372 -0.520 3.179
H 0.947 1.622 0.907
H 0.284 -1.549 0.750
H 0.635 -1.356 -1.275
H -0.680 -0.082 -1.233
H 0.954 0.185 -1.690
H -1.942 -0.758 -3.924
H -2.127 0.486 -3.029
O -1.494 -0.252 -3.269

Atomic forces in eV per Å
-0.5 3.2 0.0
0.1 -1.7 0.8
-0.4 -1.4 0.5
0.8 -3.6 -0.1
1.2 0.7 0.5
0.6 -1.1 -0.3
-0.8 -1.7 -0.3
-0.4 -0.1 -0.2
0.4 3.0 -0.4
-1.8 2.6 -0.4
1.1 -0.8 -0.7
-0.1 0.8 0.7
-0.6 -0.7 -0.9
0.9 -1.3 -0.7
-0.4 2.1 1.7

Mulliken atomic charge list, values in e, 2 entries: -1.196, -0.020